# C3H4N2O2

The molecule C3H4N2O2 (wB97M-V/def2-TZVPD, the OMol25 dataset).

Output
* HOMO: -7.66 eV
* E: -376.6363 Eh
* molar mass: 100.1 g mol⁻¹
* E_LUMO: 0.35 eV
* energy relative to the best compared isomer or geometry (same formula, charge and spin): 334.70 kJ/mol
* frontier orbital gap: 8.01 eV
* F_max: 0.31 eV Å⁻¹

Each line ends with the Mulliken charge.
Geometry (Å):
O: -2.15233 0.72740 -0.34808  -0.486
C: -0.89604 0.27778 -0.38402  0.421
N: 0.23381 0.95024 -0.29390  -0.306
C: 1.30467 0.05116 -0.38681  0.445
O: 2.36877 0.77794 -0.29180  -0.741
C: 0.78751 -1.20767 -0.53759  -0.807
N: -0.62404 -1.01934 -0.52929  0.020
H: -2.13350 1.68850 -0.24374  0.348
H: 1.21888 1.67313 -0.19964  0.521
H: 1.22648 -2.18417 -0.64337  0.385
H: -1.32816 -1.73278 -0.62822  0.199

***

# C3H8NO2

The ion C3H8NO2 with charge -1 (wB97M-V/def2-TZVPD, the OMol25 dataset).

Output
* HOMO: -2.49 eV
* net charge: -1
* E: -324.3127 Eh
* molar mass: 90.1 g mol⁻¹
* E_LUMO: 3.83 eV
* energy relative to the best compared isomer or geometry (same formula, charge and spin): 269.64 kJ/mol
* frontier orbital gap: 6.32 eV
* F_max: 1.66 eV Å⁻¹

Each line ends with the Mulliken charge.
Geometry (Å):
N: 0.37916 -1.64290 0.34054  -0.697
C: 0.36250 -0.21987 -0.06944  0.451
C: 0.66115 0.74488 1.15346  -0.592
O: 1.05979 1.94688 0.80713  -0.847
C: -0.94309 0.17283 -0.67416  -0.719
O: -1.50800 -0.83448 -1.59972  -0.567
H: -0.59619 -1.95215 0.37363  0.256
H: 0.59456 -1.61445 1.33717  0.272
H: 1.21962 -0.01946 -0.71111  0.177
H: 1.44505 0.15291 1.72275  0.144
H: -0.29099 0.70174 1.76157  0.185
H: -0.87421 1.08220 -1.26879  0.356
H: -1.72192 0.29086 0.07123  0.267
H: -1.18448 -0.59747 -2.47786  0.311

***

# C27H35N5O2OsP2

A structure of composition C27H35N5O2OsP2 (wB97M-V/def2-TZVPD, the OMol25 dataset).

Output
* HOMO (spin up / spin down): -12.79 / -12.81 eV
* net charge: +2
* multiplicity: 5
* ⟨S²⟩: 6.0309
* E: -2246.5152 Eh
* molar mass: 713.8 g mol⁻¹
* E_LUMO (spin up / spin down): -6.20 / -10.21 eV
* energy relative to the best compared isomer or geometry (same formula, charge and spin): 281.23 kJ/mol
* frontier orbital gap (spin up / spin down): 6.60 / 2.60 eV
* F_max: 4.01 eV Å⁻¹

Each line ends with the Mulliken charge.
Geometry (Å):
Os: -0.02676 0.57368 2.50166  0.477
C: -1.92474 1.76448 -3.91962  -0.116
C: -2.01686 0.47455 -3.59146  -0.295
C: -1.26052 -0.62510 -4.26159  -1.260
C: 0.20641 -0.30045 -4.58326  -0.852
C: 0.89504 0.50110 -3.51756  -0.355
C: 0.95751 1.83780 -3.55060  -0.542
C: 0.35866 2.63201 -4.69463  -0.811
C: -1.11467 2.26980 -5.06280  -1.050
C: 1.26023 0.62853 4.08563  -1.618
H: -2.51760 2.54765 -3.44740  0.342
H: -2.82848 0.12821 -2.95796  1.409
H: -1.77122 -0.90891 -5.19814  0.358
H: -1.31053 -1.49396 -3.58918  0.311
H: 0.72521 -1.25993 -4.69725  0.473
H: 0.23611 0.22860 -5.54116  0.338
H: 1.45870 -0.08264 -2.78661  0.831
H: 1.58350 2.43737 -2.87637  0.520
H: 0.93909 2.52471 -5.63461  0.288
H: 0.39095 3.69965 -4.41864  0.425
H: -1.58021 3.20341 -5.42344  0.438
H: -1.12386 1.53040 -5.88007  0.392
H: 0.69119 1.22804 4.81294  0.515
H: 2.27779 1.01086 3.96337  0.523
H: 1.26951 -0.42988 4.37488  0.467
P: 1.60870 -0.39329 1.29470  0.443
P: -1.28082 -0.99358 1.46835  -0.450
N: 2.76700 0.85442 0.91666  0.707
N: 2.73018 -1.63465 2.05130  0.558
N: -2.17565 0.38542 0.65463  0.442
N: -2.70802 -1.81797 2.02818  0.532
C: 0.96440 -1.26064 -0.19060  -0.446
C: -0.41619 -1.87750 0.11410  -0.863
C: 2.56522 2.11426 1.48415  -0.352
C: 3.55494 2.95531 0.98970  -0.880
C: 4.37030 2.19861 0.09674  -0.760
C: 3.88219 0.89554 0.08870  -0.491
C: 3.53622 -1.45417 3.17888  -0.566
C: 4.26071 -2.62182 3.40698  -0.610
C: 3.87729 -3.56183 2.40206  -0.726
C: 2.91781 -2.94168 1.61014  -0.348
C: -2.06184 1.68079 1.14729  -0.050
C: -2.53707 2.57754 0.19322  -1.492
C: -2.93369 1.80829 -0.92212  -0.737
C: -2.69778 0.46360 -0.61573  -0.440
C: -3.91779 -2.02532 1.34598  0.001
C: -4.73932 -2.82676 2.13318  -0.569
C: -4.02659 -3.10896 3.35175  -0.744
C: -2.78350 -2.49228 3.25526  0.026
H: 1.67688 -2.02458 -0.53640  1.131
H: 0.91885 -0.50192 -0.98795  -0.922
H: -1.07202 -1.91489 -0.76855  0.614
H: -0.29098 -2.90927 0.48549  0.420
H: 1.72004 2.27729 2.17391  0.407
H: 3.66350 3.99412 1.26283  0.497
H: 5.20164 2.57015 -0.47711  0.476
H: 4.20338 0.00538 -0.43248  0.548
H: 3.46254 -0.56267 3.78432  0.406
H: 4.98115 -2.77601 4.19769  0.455
H: 4.25109 -4.56746 2.26984  0.444
H: 2.31507 -3.33265 0.80517  0.380
H: -1.58041 1.91198 2.10718  0.660
H: -2.61781 3.64608 0.34519  0.490
H: -3.29253 2.21036 -1.85452  0.919
H: -2.77981 -0.44629 -1.18928  0.464
H: -4.06407 -1.58701 0.36849  0.428
H: -5.72221 -3.18562 1.85738  0.474
H: -4.37417 -3.69640 4.19513  0.468
H: -1.95802 -2.42910 3.94645  0.557
O: -1.75724 -0.33098 4.50787  -0.586
N: -1.50127 0.76341 3.93109  0.402
O: -1.91479 1.84283 4.41864  -0.525

***

# C2H10N4

A cluster of 2 separate species, C2H10N4 in total (wB97M-V/def2-TZVPD, the OMol25 dataset).

Output
* HOMO: -18.10 eV
* net charge: +2
* E: -300.5581 Eh
* molar mass: 90.1 g mol⁻¹
* E_LUMO: -7.13 eV
* energy relative to the best compared isomer or geometry (same formula, charge and spin): 16.80 kJ/mol
* frontier orbital gap: 10.97 eV
* F_max: 3.26 eV Å⁻¹

Each line ends with the Mulliken charge.
Geometry (Å):
C: 0.03508 -2.25971 -0.20083  0.362
C: -0.14413 1.73039 0.07588  -0.192
N: -0.18887 -2.41546 1.08167  -0.285
N: 1.13126 1.96503 0.08558  -0.180
N: 0.07355 -3.20120 -1.12640  -0.310
N: -0.98078 2.86689 -0.35188  -0.301
H: 0.17546 -1.29103 -0.62476  0.236
H: -0.38477 -1.53625 1.53476  0.261
H: -0.23512 -3.28990 1.57056  0.235
H: 1.75383 1.28610 0.44903  0.276
H: 1.65518 2.80490 -0.31957  0.258
H: 0.25739 -3.03295 -2.09810  0.252
H: -0.02331 -4.21468 -0.89796  0.253
H: -1.38853 3.10971 0.54249  0.409
H: -0.65057 3.71753 -0.73544  0.336
H: -1.91081 2.77549 -0.82804  0.389

***

# C4H10NOS

The ion C4H10NOS with charge -1 (wB97M-V/def2-TZVPD, the OMol25 dataset).

Output
* HOMO: -2.57 eV
* net charge: -1
* E: -686.5363 Eh
* molar mass: 120.2 g mol⁻¹
* E_LUMO: 3.06 eV
* energy relative to the best compared isomer or geometry (same formula, charge and spin): 337.00 kJ/mol
* frontier orbital gap: 5.63 eV
* F_max: 3.08 eV Å⁻¹

Each line ends with the Mulliken charge.
Geometry (Å):
C: -2.04100 -0.52791 0.00551  -1.459
C: -0.63401 -0.15681 -0.52029  0.226
C: 0.41026 -0.58963 0.50315  -0.965
S: 0.64307 -2.38870 0.97651  -0.259
N: -0.49828 1.28647 -0.94564  -0.473
C: 0.84586 2.04604 -0.90205  0.067
O: 0.74532 3.09713 -0.11506  -0.875
H: -2.09026 -0.58023 1.07205  0.370
H: -2.71112 0.28568 -0.20337  0.485
H: -2.44149 -1.47151 -0.42403  0.327
H: -0.27876 -0.66860 -1.46416  0.300
H: 1.39641 -0.39149 0.01062  0.405
H: 0.31311 0.00432 1.34360  0.457
H: -0.15399 -2.58227 -0.11155  0.099
H: -1.07669 1.73348 -0.27881  0.200
H: 1.59122 1.21954 -0.59507  -0.117
H: 1.20123 2.25790 -1.95138  0.214

***

# C29H72N3NbO3PSi

A structure of composition C29H72N3NbO3PSi (wB97M-V/def2-TZVPD, the OMol25 dataset).

Output
* HOMO: -4.78 eV
* net charge: -1
* E: -2225.8185 Eh
* molar mass: 662.9 g mol⁻¹
* E_LUMO: 2.09 eV
* frontier orbital gap: 6.87 eV
* F_max: 3.39 eV Å⁻¹

Each line ends with the Mulliken charge.
Geometry (Å):
C: -2.91985 -1.11115 2.36070  -0.501
C: -1.76574 -1.40891 2.19805  0.076
Nb: 0.30951 -2.08254 1.61369  -0.559
C: -0.49635 -3.78480 0.37123  -1.369
C: 0.56149 -4.79097 -0.04379  0.150
O: 0.88635 -5.63441 1.05608  -0.230
Si: 1.89560 -6.90478 0.77432  0.571
C: 3.38940 -6.45564 -0.26330  -1.211
C: 0.94902 -8.24695 -0.15318  -1.106
C: 2.49961 -7.52974 2.42909  -1.184
O: 0.34622 -0.70253 0.16462  -0.624
C: 0.74409 -1.12819 -1.12952  0.704
C: 1.69510 -0.08973 -1.74176  0.050
C: 3.17280 -0.45820 -1.60555  -0.692
C: 3.81852 0.07152 -0.30553  -0.925
P: 1.09612 -0.46012 3.52399  0.295
O: 1.03467 0.96133 3.02672  -0.462
H: -3.97298 -1.13034 2.53391  0.411
H: 2.04873 -2.57717 1.35100  0.012
H: 0.27449 -3.29403 2.97131  0.061
H: -0.98563 -3.37828 -0.51571  0.451
H: -1.26462 -4.31640 0.92896  0.587
H: 0.20601 -5.39355 -0.89053  0.245
H: 1.47349 -4.29282 -0.37715  0.053
H: 3.14726 -5.99618 -1.21622  0.333
H: 4.09917 -5.83287 0.27342  0.319
H: 3.90655 -7.39019 -0.48525  0.419
H: 0.30450 -7.81374 -0.91141  0.304
H: 0.34425 -8.80184 0.55660  0.296
H: 1.66027 -8.90660 -0.64259  0.341
H: 3.57552 -7.39582 2.49587  0.324
H: 2.03301 -6.96767 3.23181  0.304
H: 2.28062 -8.58371 2.57316  0.353
H: -0.15778 -1.22880 -1.73229  0.055
H: 1.27802 -2.07980 -1.11013  -0.362
H: 1.50717 0.84052 -1.21392  -0.104
H: 1.43961 0.06054 -2.79107  0.249
H: 3.72068 -0.09770 -2.47321  0.474
H: 3.28205 -1.54049 -1.61975  0.199
H: 4.56544 0.82718 -0.52175  0.323
H: 4.27934 -0.74048 0.24542  0.304
H: 3.05442 0.49438 0.33830  0.098
H: 2.37822 -0.77341 4.05704  0.003
H: 0.26720 -0.56978 4.67094  -0.001
C: -1.00700 2.74538 -0.67521  -0.996
C: -1.42831 4.09259 -1.23830  -0.535
N: -0.30999 4.99387 -1.45875  0.159
C: -0.71103 6.35354 -1.75224  -0.718
C: -1.48735 6.62235 -3.04993  -0.983
C: 0.77150 4.45738 -2.26325  -0.679
C: 0.44429 3.97493 -3.68494  -1.031
H: -0.43700 2.85604 0.24715  0.275
H: -1.88666 2.14140 -0.45261  0.495
H: -0.40260 2.17830 -1.38401  -0.069
H: -2.09927 4.57642 -0.52321  0.494
H: -2.02080 3.92399 -2.15423  0.211
H: 0.18396 6.98269 -1.73772  0.366
H: -1.32360 6.69614 -0.91233  0.428
H: -0.84492 6.58213 -3.92914  0.228
H: -1.92510 7.62289 -3.01676  0.399
H: -2.30311 5.91311 -3.19117  0.271
H: 1.21292 3.62299 -1.71476  0.342
H: 1.55977 5.21363 -2.30990  0.362
H: -0.47408 3.38699 -3.71220  0.221
H: 1.25082 3.33480 -4.04884  0.402
H: 0.34276 4.79993 -4.38970  0.324
C: -3.19242 -4.57188 -6.07556  -1.438
C: -3.00594 -3.07877 -6.29814  -0.332
N: -3.17096 -2.29757 -5.08931  0.185
C: -3.26408 -0.87011 -5.33252  -0.706
C: -2.04090 -0.14758 -5.91318  -0.783
C: -2.33647 -2.69376 -3.96605  -0.925
C: -0.81505 -2.69233 -4.16811  -0.421
H: -4.16027 -4.77737 -5.61712  0.333
H: -3.14826 -5.09418 -7.03250  0.436
H: -2.41396 -4.99285 -5.43923  0.278
H: -3.76410 -2.73923 -7.00953  0.478
H: -2.02980 -2.91494 -6.78485  0.263
H: -3.54894 -0.38641 -4.39492  0.353
H: -4.10863 -0.71380 -6.01198  0.408
H: -1.25598 -0.00826 -5.17121  0.046
H: -2.33279 0.84556 -6.26117  0.395
H: -1.61525 -0.68015 -6.76450  0.280
H: -2.63953 -3.69564 -3.65423  0.310
H: -2.58975 -2.05252 -3.11891  0.361
H: -0.52513 -3.13729 -5.12170  0.432
H: -0.34280 -3.27597 -3.37533  0.184
H: -0.39970 -1.68721 -4.11532  -0.094
C: 1.33622 4.73430 8.61544  -1.439
C: 1.35993 4.46399 7.11750  -0.300
N: 0.31145 3.56866 6.67978  0.161
C: 0.49240 3.08971 5.31185  -0.590
C: 0.42955 4.10891 4.17197  -0.946
C: -1.03560 3.96219 7.03919  -0.695
C: -1.54291 5.33097 6.55709  -0.988
H: 1.37231 3.80015 9.17760  0.331
H: 2.20284 5.33614 8.89499  0.438
H: 0.44586 5.28572 8.92083  0.290
H: 2.31222 3.98917 6.86896  0.439
H: 1.35001 5.43120 6.58581  0.251
H: -0.23671 2.30310 5.11533  0.257
H: 1.46231 2.59131 5.26135  0.309
H: -0.59108 4.42682 3.95616  0.176
H: 0.81863 3.63895 3.26851  0.346
H: 1.02936 4.99926 4.37589  0.275
H: -1.11943 3.93446 8.12971  0.390
H: -1.71257 3.18227 6.68405  0.358
H: -0.79490 6.11372 6.69349  0.240
H: -2.42664 5.61962 7.13193  0.372
H: -1.82934 5.31506 5.50738  0.284